No. 1
Below is a structure of composition C32H45AuClN3O4Sb at a distorted geometry, with properties calculated with wB97M-V/def2-TZVPD.

Results
multiplicity = 1
F_max = 0.02837 hartree/bohr
ΔE to the lowest compared entry with this formula, charge and spin = 0.000 eV
gap between HOMO and LUMO (alpha / beta) = 5.213 / 5.208 eV
charge = +1
DFT total energy = -69320.3606 eV
LUMO level (alpha / beta) = -5.7000 / -5.7002 eV

Last column: Mulliken charge in e.
Positions of all 87 atoms, in Å:
Au: 0.155 0.216 0.180  1.430
O: 1.444 -4.592 -2.974  -0.552
C: 0.158 -4.382 -3.204  0.342
O: -0.395 -4.787 -4.191  -0.574
C: -0.604 -3.598 -2.180  0.341
C: -1.985 -3.518 -2.148  -0.422
Cl: -3.153 -4.223 -3.152  -0.074
N: -2.333 -2.683 -1.140  0.457
N: -1.249 -2.188 -0.524  0.905
C: -0.208 -2.739 -1.128  0.040
C: 1.157 -2.493 -0.574  -0.026
O: 2.069 -3.253 -0.841  -0.848
O: 1.334 -1.476 0.223  -0.796
C: -3.632 -2.363 -0.638  -0.792
C: -4.535 -3.372 -0.342  -0.571
C: -5.776 -3.032 0.177  -0.786
C: -6.103 -1.702 0.401  -0.698
C: -5.181 -0.705 0.111  -0.861
C: -3.941 -1.034 -0.412  0.532
H: 1.736 -4.193 -2.120  0.437
H: -4.273 -4.409 -0.497  0.539
H: -6.484 -3.815 0.413  0.426
H: -7.073 -1.445 0.803  0.436
H: -5.428 0.334 0.288  0.488
H: -3.211 -0.270 -0.640  0.745
C: -5.149 2.425 -2.711  -1.924
C: -3.777 1.817 -2.618  0.441
C: -3.369 0.847 -3.540  -0.481
C: -2.109 0.251 -3.487  0.035
C: -1.694 -0.782 -4.499  -1.731
C: -1.248 0.649 -2.480  -0.439
C: -1.618 1.632 -1.531  0.039
C: -2.900 2.212 -1.626  0.236
N: -0.695 1.911 -0.557  -0.174
C: -0.447 3.259 0.009  1.439
C: -1.100 3.350 1.387  -0.971
C: -0.936 4.402 -0.886  -1.737
C: 1.076 3.376 0.142  -1.754
H: -5.850 1.751 -3.200  0.443
H: -5.118 3.349 -3.291  0.397
H: -5.542 2.669 -1.724  0.373
H: -4.053 0.553 -4.329  0.515
H: -1.973 -0.479 -5.508  0.518
H: -2.185 -1.734 -4.304  0.178
H: -0.616 -0.952 -4.480  0.355
H: -0.232 0.266 -2.466  0.933
H: -3.236 2.910 -0.871  0.499
H: -2.178 3.194 1.326  0.306
H: -0.919 4.335 1.822  0.594
H: -0.675 2.596 2.048  -0.457
H: -2.001 4.602 -0.787  0.392
H: -0.704 4.228 -1.937  0.348
H: -0.412 5.306 -0.578  0.523
H: 1.484 2.564 0.749  0.239
H: 1.331 4.321 0.624  0.495
H: 1.555 3.348 -0.836  0.366
C: 0.987 2.006 4.393  -1.201
C: 0.017 0.831 4.411  0.245
C: -1.426 1.263 4.635  -1.316
Sb: 0.316 -0.515 2.744  0.466
C: -1.025 -2.131 3.189  0.378
C: -2.431 -1.875 2.661  -1.323
C: -0.480 -3.469 2.702  -1.471
C: 2.271 -1.331 3.086  0.574
C: 2.389 -1.740 4.552  -1.540
C: 3.409 -0.422 2.639  -1.432
H: 0.893 2.569 5.325  0.462
H: 0.770 2.696 3.577  0.132
H: 2.027 1.694 4.302  0.268
H: 0.295 0.149 5.223  0.672
H: -1.798 1.903 3.833  0.178
H: -1.482 1.839 5.561  0.436
H: -2.104 0.416 4.741  0.365
H: -1.022 -2.114 4.285  0.654
H: -2.429 -1.875 1.571  0.055
H: -2.856 -0.929 3.000  0.213
H: -3.098 -2.676 2.988  0.561
H: -0.516 -3.528 1.614  0.128
H: -1.102 -4.274 3.102  0.526
H: 0.544 -3.662 3.025  0.342
H: 2.265 -2.212 2.445  0.346
H: 2.430 -0.872 5.212  0.315
H: 3.320 -2.294 4.694  0.481
H: 1.576 -2.388 4.885  0.346
H: 3.526 0.441 3.295  0.322
H: 3.279 -0.077 1.613  0.274
H: 4.345 -0.984 2.675  0.429

***

No. 2
Below is a cluster of 3 separate species, C12H26Br4FNO3S in total at a distorted geometry, with properties calculated with wB97M-V/def2-TZVPD.

Results
multiplicity = 1
F_max = 0.02150 hartree/bohr
SMILES string = COCCCCCCCNS(=O)(=O)F.BrCCBr.BrCCBr
gap between HOMO and LUMO = 10.108 eV
DFT total energy = -314220.2480 eV
LUMO level = 0.2568 eV

Last column: Mulliken charge in e.
Positions of all 48 atoms, in Å:
C: 1.758 -0.913 -0.069  -0.005
O: 3.048 -0.360 0.015  -0.410
C: 3.020 1.049 0.138  -0.565
C: 2.635 1.745 -1.163  -0.434
C: 2.432 3.248 -1.014  -0.846
C: 1.145 3.719 -0.287  -0.803
C: 0.100 2.647 0.024  0.172
C: -1.240 3.247 0.512  -0.678
C: -2.399 2.514 -0.166  -0.847
N: -3.656 2.725 0.616  -0.421
S: -4.974 1.982 -0.098  1.135
O: -4.600 1.198 -1.223  -0.530
O: -6.036 2.911 -0.199  -0.546
F: -5.320 0.980 1.054  -0.237
H: 1.411 -0.922 -1.107  0.173
H: 1.765 -1.937 0.300  0.090
H: 1.026 -0.357 0.520  -0.116
H: 2.356 1.325 0.961  0.329
H: 4.032 1.350 0.404  0.368
H: 3.471 1.584 -1.847  0.391
H: 1.779 1.252 -1.618  0.196
H: 3.317 3.670 -0.538  0.296
H: 2.404 3.668 -2.019  0.357
H: 1.391 4.264 0.625  0.286
H: 0.643 4.448 -0.925  0.410
H: -0.095 2.096 -0.896  0.253
H: 0.444 1.959 0.791  -0.108
H: -1.318 3.135 1.593  0.412
H: -1.278 4.306 0.263  0.325
H: -2.511 2.895 -1.174  0.415
H: -2.153 1.454 -0.190  0.493
H: -3.518 2.228 1.493  0.394
Br: -0.326 -1.008 3.124  -0.111
C: -0.938 -2.804 3.546  -0.530
C: -0.495 -3.777 2.487  -0.636
Br: -1.540 -3.582 0.857  -0.133
H: -2.017 -2.753 3.647  0.367
H: -0.493 -3.054 4.506  0.355
H: -0.644 -4.802 2.815  0.372
H: 0.544 -3.635 2.206  0.347
Br: 0.390 -6.380 -3.666  -0.156
C: 0.132 -4.882 -2.451  -0.570
C: 1.439 -4.253 -2.052  -0.022
Br: 2.400 -5.340 -0.755  -0.134
H: -0.420 -5.262 -1.598  0.295
H: -0.481 -4.167 -2.994  0.385
H: 1.263 -3.299 -1.559  -0.216
H: 2.108 -4.110 -2.894  0.438

***

No. 3
Below is a structure of composition C33H50CsF2N9O15S2 at a distorted geometry, with properties calculated with wB97M-V/def2-TZVPD.

Results
multiplicity = 1
F_max = 0.07090 hartree/bohr
gap between HOMO and LUMO = 8.697 eV
DFT total energy = -106803.4955 eV
LUMO level = -0.5755 eV

Last column: Mulliken charge in e.
Positions of all 112 atoms, in Å:
Cs: 2.034 -0.926 -0.648  0.738
N: 1.680 -0.206 2.839  -0.035
S: 0.560 -1.288 3.182  1.045
O: 0.270 -1.989 1.962  -0.602
O: -0.578 -0.742 3.809  -0.669
F: 1.225 -2.360 4.217  -0.313
S: 2.284 0.763 3.863  0.896
O: 1.388 1.415 4.748  -0.580
O: 3.191 1.556 3.114  -0.536
F: 3.190 -0.140 4.770  -0.286
C: -3.242 1.661 -2.319  -0.650
C: -3.969 0.655 -2.902  -0.819
C: -3.681 -0.645 -2.601  -0.631
C: -2.711 -0.909 -1.675  -0.586
C: -2.097 0.137 -0.977  0.199
C: -2.307 1.408 -1.334  -0.704
N: -2.301 -2.276 -1.346  1.393
O: -1.611 -2.489 -0.348  -0.150
O: -2.810 -3.173 -1.990  -0.751
H: -3.369 2.698 -2.588  0.564
H: -4.736 0.920 -3.660  0.380
H: -4.174 -1.337 -3.205  0.729
H: -1.446 -0.125 -0.128  0.708
H: -1.979 2.228 -0.735  0.482
C: -2.337 2.891 3.280  -0.976
C: -2.640 4.233 2.889  -0.394
C: -3.783 4.406 2.078  -0.674
C: -4.428 3.226 1.625  -0.253
C: -4.010 1.968 1.929  -0.040
C: -2.929 1.813 2.713  0.262
N: -5.403 3.455 0.518  0.975
O: -5.768 2.524 -0.215  -0.555
O: -5.817 4.607 0.333  -0.629
H: -1.421 2.800 3.850  0.516
H: -2.125 5.116 3.205  0.577
H: -4.173 5.346 1.717  0.516
H: -4.561 1.202 1.453  0.591
H: -2.572 0.820 2.916  0.137
C: 0.724 6.191 3.457  -0.465
C: 0.156 6.766 2.354  -0.633
C: -0.013 6.036 1.165  -0.443
C: 0.547 4.755 1.116  -0.010
C: 1.244 4.198 2.248  0.048
C: 1.251 4.926 3.456  -0.487
N: 0.446 3.896 -0.076  1.119
O: -0.208 4.322 -0.988  -0.622
O: 0.974 2.806 -0.058  -0.416
H: 0.888 6.823 4.325  0.399
H: -0.216 7.776 2.391  0.393
H: -0.430 6.476 0.259  0.487
H: 1.630 3.192 2.172  0.285
H: 1.740 4.609 4.385  0.419
C: -0.736 -2.117 -5.163  -1.001
C: -0.146 -0.960 -4.362  0.338
O: 0.491 -1.257 -3.308  -0.385
N: -0.334 0.322 -4.788  -0.048
C: 0.271 1.419 -4.090  -0.745
H: -1.348 -2.544 -4.406  0.133
H: 0.070 -2.770 -5.464  0.222
H: -1.380 -1.813 -5.963  0.488
H: -0.542 0.319 -5.777  0.266
H: 1.224 1.127 -3.666  0.272
H: -0.241 1.574 -3.151  0.001
H: 0.168 2.281 -4.665  0.480
C: 1.677 -4.536 -3.396  -1.308
C: 1.589 -4.354 -1.910  0.667
O: 2.610 -3.980 -1.304  -0.559
N: 0.470 -4.660 -1.322  -0.012
C: 0.348 -4.856 0.165  -0.510
H: 0.700 -4.667 -3.805  0.392
H: 2.340 -5.329 -3.663  0.424
H: 2.035 -3.613 -3.891  0.159
H: -0.363 -4.966 -1.825  0.220
H: 0.619 -5.873 0.376  0.406
H: -0.649 -4.624 0.475  0.080
H: 0.940 -4.135 0.723  0.057
C: 5.395 -4.113 -0.150  -1.340
C: 4.869 -2.765 0.201  0.458
O: 5.131 -1.756 -0.406  -0.494
N: 3.965 -2.753 1.307  0.357
C: 3.651 -4.011 2.007  -0.983
H: 5.611 -4.750 0.692  0.382
H: 6.182 -3.961 -0.859  0.357
H: 4.583 -4.580 -0.743  0.258
H: 3.981 -1.850 1.848  0.220
H: 2.880 -3.942 2.740  0.229
H: 4.496 -4.552 2.538  0.283
H: 3.356 -4.722 1.197  0.358
C: 4.444 2.872 -3.355  -1.371
C: 4.253 2.068 -2.041  0.639
O: 3.707 0.979 -1.992  -0.617
N: 4.635 2.667 -0.941  -0.122
C: 4.667 1.855 0.297  -0.552
H: 5.157 3.614 -3.204  0.532
H: 3.510 3.366 -3.562  0.251
H: 4.853 2.188 -4.066  0.300
H: 5.225 3.526 -1.005  0.249
H: 3.690 1.811 0.695  -0.003
H: 5.234 2.363 1.086  0.399
H: 5.010 0.847 -0.062  0.253
C: -4.537 -4.450 0.594  -1.186
C: -4.468 -3.034 1.019  0.725
O: -4.974 -2.104 0.388  -0.608
N: -3.751 -2.886 2.236  -0.097
C: -3.748 -1.647 3.056  -0.438
H: -3.783 -5.105 1.046  0.316
H: -4.428 -4.544 -0.472  0.227
H: -5.524 -4.806 0.942  0.370
H: -3.394 -3.694 2.725  0.252
H: -3.617 -0.783 2.484  -0.302
H: -2.972 -1.806 3.818  0.329
H: -4.678 -1.548 3.583  0.389

***

No. 4
Below is a structure of composition C17H29BaBrSi2 at a distorted geometry, with properties calculated with wB97M-V/def2-TZVPD.

Results
multiplicity = 1
F_max = 0.05848 hartree/bohr
ΔE to the lowest compared entry with this formula, charge and spin = 4.320 eV
gap between HOMO and LUMO (alpha / beta) = 6.838 / 1.699 eV
charge = -2
DFT total energy = -104590.4398 eV
LUMO level (alpha / beta) = 4.6625 / 4.2399 eV

Last column: Mulliken charge in e.
Positions of all 50 atoms, in Å:
C: 1.662 -0.260 -3.708  -0.069
C: 1.862 0.895 -2.961  -0.393
C: 2.451 0.535 -1.724  -0.632
H: 1.518 1.905 -3.215  0.216
C: 2.614 -0.877 -1.739  -0.985
C: 2.100 -1.367 -2.968  -0.541
H: 1.958 -2.394 -3.211  0.412
H: 1.149 -0.306 -4.666  0.389
H: 2.629 1.183 -0.887  0.430
H: 2.902 -1.475 -0.887  0.346
Ba: -0.079 -0.370 -1.291  -1.120
Br: -1.335 2.497 -0.994  -0.589
C: -2.669 -1.318 -1.603  -0.476
C: -1.941 -2.352 -2.198  -0.802
C: -1.502 -1.902 -3.447  -0.292
H: -1.540 -3.222 -1.693  0.500
C: -1.941 -0.607 -3.622  -0.448
C: -2.688 -0.237 -2.497  -0.731
H: -3.022 0.765 -2.262  0.564
H: -2.938 -1.244 -0.563  0.250
H: -0.778 -2.420 -4.066  0.398
H: -1.655 0.064 -4.424  0.339
C: -2.292 -0.710 2.613  -0.747
Si: -0.638 -1.253 2.017  -0.456
C: 0.837 -1.578 3.195  -1.365
C: -0.798 -2.838 1.059  -0.010
C: 0.421 0.288 1.349  -0.121
Si: 0.570 2.092 1.480  0.354
C: 2.047 2.015 2.673  -1.277
C: 1.219 3.494 0.274  -1.167
C: -1.130 2.503 2.172  -1.271
H: -2.604 -1.511 3.283  0.365
H: -3.009 -0.616 1.791  0.165
H: -2.233 0.234 3.144  0.189
H: 0.566 -2.426 3.813  0.612
H: 1.727 -1.798 2.578  0.223
H: 1.021 -0.682 3.796  0.052
H: -1.721 -2.926 0.468  0.100
H: 0.049 -3.108 0.404  0.764
H: -0.842 -3.628 1.828  0.292
H: 1.267 -0.229 0.851  1.650
H: 2.925 1.580 2.191  0.262
H: 2.296 3.019 3.011  0.388
H: 1.838 1.392 3.548  0.264
H: 0.585 3.770 -0.575  0.349
H: 1.277 4.388 0.936  0.352
H: 2.230 3.288 -0.116  0.324
H: -1.893 1.902 1.632  0.323
H: -1.187 2.270 3.235  0.329
H: -1.284 3.571 1.975  0.291